Record 1
The ion C9H20NP2 with charge +1, computed with ωB97M-V/def2-TZVPD.

Element x y z (Å)
C1 -4.1351 -0.2447 -0.5728
C2 0.0339 2.3911 -0.1619
C3 -1.4088 2.1433 0.3703
C4 0.9972 1.2205 0.2428
C5 -1.5937 -0.0444 -0.2013
C6 2.1788 1.2756 -0.7296
C7 1.0072 -1.5289 -2.0505
C8 1.0218 -1.8675 2.5552
C9 1.2509 -1.5758 -0.6092
N1 0.0433 -0.8906 1.9122
P1 -3.0654 -0.5893 0.6076
P2 0.1316 -0.3735 0.3439
H1 -5.1768 -0.4583 -0.2158
H2 -4.2319 0.0177 -1.5842
H3 -0.1864 2.3666 -1.2170
H4 0.4376 3.3843 0.2342
H5 -1.5464 2.2275 1.5114
H6 -2.1400 2.6693 -0.1872
H7 1.5215 1.5406 1.2044
H8 -1.6999 0.2165 -1.2782
H9 3.0384 0.5997 -0.4253
H10 2.4819 2.3108 -0.6261
H11 1.8167 1.0576 -1.6977
H12 -0.0407 -1.5140 -2.3446
H13 1.5397 -0.7707 -2.5858
H14 1.5510 -2.4812 -2.4376
H15 1.0203 -1.5276 3.6638
H16 0.7330 -2.9122 2.4091
H17 1.9531 -1.8264 2.1078
H18 2.3347 -1.3565 -0.3934
H19 1.0807 -2.5386 -0.1487
H20 -0.9484 -0.9210 2.3040

Forces on the atoms, in the same order (eV/Å):
C -2.9 -1.1 1.6
C -1.5 -0.7 1.7
C 2.1 -2.0 1.9
C 1.0 2.0 0.6
C 2.7 3.5 -0.4
C 0.8 -0.6 1.5
C 1.1 -2.6 -2.3
C -2.9 1.2 2.0
C 0.2 1.4 2.4
N -1.3 -0.9 0.5
P -0.3 -0.2 0.3
P 0.1 -0.2 0.2
H 0.8 0.2 -0.2
H 0.9 0.6 -1.3
H 0.9 0.4 -0.7
H -0.6 -1.2 -0.8
H 0.1 -0.5 -1.9
H -1.0 0.0 -0.5
H -1.3 -1.0 -0.5
H 0.3 -0.4 0.7
H -1.0 0.9 -0.5
H 0.5 0.1 -0.6
H 0.2 0.0 -1.2
H 0.1 -0.3 -0.1
H 0.1 0.8 0.0
H -1.4 1.3 0.2
H 0.4 -1.1 -1.9
H -0.5 0.2 0.4
H 2.0 0.8 -0.7
H -1.2 0.1 0.1
H -0.4 -0.4 -0.1
H 2.0 0.0 -0.6

Properties
HOMO: -12.236 eV
Net charge: +1
HOMO-LUMO gap: 8.37 eV
E_tot: -1092.008972 Ha

Here are the Löwdin charges for atoms 1 to 8, given in e: atom 1 (C): -0.346, atom 2 (C): -0.233, atom 3 (C): 0.013, atom 4 (C): -0.439, atom 5 (C): -0.523, atom 6 (C): -0.108, atom 7 (C): -0.157, atom 8 (C): -0.086

---

Record 2
A cluster of 2 separate species, C9H20O in total, computed with ωB97M-V/def2-TZVPD.

Element x y z (Å)
O1 0.0986 -0.3116 -3.2037
C1 -0.9728 -0.7912 -2.8709
C2 -1.1067 -2.2391 -2.4589
C3 -2.2423 0.0284 -2.8470
H1 -0.1295 -2.7476 -2.5164
H2 -1.8151 -2.7623 -3.1230
H3 -1.4789 -2.3085 -1.4229
H4 -2.9884 -0.4028 -3.5355
H5 -2.6693 0.0433 -1.8301
H6 -2.0361 1.0666 -3.1571
C4 1.9512 3.1005 -0.1462
C5 -0.4171 -2.0580 2.8427
C6 2.0266 1.6690 0.3844
C7 -0.4925 -0.6265 2.3122
C8 0.7378 1.2356 1.0801
C9 0.7962 -0.1931 1.6165
H7 1.7643 3.8021 0.6842
H8 1.1281 3.1907 -0.8750
H9 2.8937 3.3863 -0.6428
H10 -1.3596 -2.3438 3.3393
H11 0.4059 -2.1482 3.5715
H12 -0.2302 -2.7596 2.0124
H13 2.2308 0.9758 -0.4542
H14 2.8656 1.5858 1.1017
H15 -0.6968 0.0667 3.1508
H16 -1.3316 -0.5434 1.5948
H17 0.5328 1.9276 1.9194
H18 -0.1020 1.3175 0.3635
H19 1.0012 -0.8851 0.7771
H20 1.6360 -0.2751 2.3330

Forces on the atoms, in the same order (eV/Å):
O -0.9 -0.4 0.3
C 0.7 0.3 -0.2
C 0.3 -0.4 0.1
C -0.2 0.5 -0.1
H -0.4 0.3 0.0
H 0.1 0.2 0.3
H 0.0 0.0 -0.4
H 0.2 0.1 0.3
H 0.1 -0.1 -0.4
H 0.0 -0.5 0.1
C 0.0 0.0 0.0
C -0.1 0.0 0.0
C 0.2 -0.1 -0.1
C -0.1 0.1 0.0
C -0.1 0.1 0.0
C 0.1 -0.1 0.0
H 0.1 -0.2 -0.3
H 0.3 0.1 0.2
H -0.4 0.0 0.2
H 0.4 0.0 -0.2
H -0.3 -0.1 -0.3
H 0.0 0.2 0.3
H 0.0 0.2 0.4
H -0.3 0.0 -0.3
H 0.0 -0.2 -0.4
H 0.2 0.1 0.3
H 0.0 -0.2 -0.3
H 0.2 0.1 0.3
H 0.0 0.2 0.3
H -0.2 -0.1 -0.3

Properties
Structure (SMILES): CC(C)=O.CCCCCC
HOMO: -9.753 eV
HOMO-LUMO gap: 10.53 eV
E_tot: -430.152427 Ha

Here are the Löwdin charges for atoms 1 to 8, given in e: atom 1 (O): 0.054, atom 2 (C): -0.506, atom 3 (C): -0.032, atom 4 (C): -0.034, atom 5 (H): 0.087, atom 6 (H): 0.087, atom 7 (H): 0.082, atom 8 (H): 0.087

---

Record 3
A cluster of 5 separate species, C9H20O9 in total, computed with ωB97M-V/def2-TZVPD.

Element x y z (Å)
C1 -1.5593 -1.1506 -3.8037
O1 -1.9451 -1.0555 -2.4417
H1 -2.4801 -1.0629 -4.3740
H2 -0.9074 -0.3784 -4.2772
H3 -1.0747 -2.0820 -4.0293
H4 -1.1318 -0.7795 -1.9600
C2 -0.1140 -1.4514 0.6120
O2 0.1569 -0.5871 -0.4801
H5 0.7620 -1.8030 1.1196
H6 -0.8916 -0.9686 1.2672
H7 -0.5903 -2.3117 0.2354
H8 0.7708 0.0994 -0.1795
C3 2.8955 2.2459 0.5565
O3 1.8724 1.2687 0.9112
H9 2.2696 3.1149 0.2400
H10 3.4210 2.5866 1.4543
H11 3.6106 1.9328 -0.2142
H12 2.0818 0.9750 1.8180
C4 -3.8681 1.3821 -2.5214
C5 -4.1759 0.9650 -1.0136
O4 -5.0768 2.0394 -0.5752
C6 -5.2170 2.9247 -1.5842
O5 -5.8487 3.9585 -1.5216
O6 -4.5243 2.6119 -2.6932
H13 -4.1951 0.5585 -3.0898
H14 -2.8283 1.4626 -2.7207
H15 -3.3342 0.9460 -0.3301
H16 -4.7064 -0.0326 -1.0839
C7 3.4841 -1.9932 2.2190
C8 4.1091 -2.2589 3.5988
O7 4.2719 -1.0046 4.1224
C9 3.3659 -0.1695 3.4994
O8 3.1788 0.9709 3.7809
O9 2.7571 -0.7724 2.5032
H17 2.8101 -2.7060 1.8532
H18 4.1673 -1.7869 1.4193
H19 5.0716 -2.7841 3.4517
H20 3.4129 -2.9038 4.2313

Forces on the atoms, in the same order (eV/Å):
C -0.6 0.6 -0.9
O 1.4 0.8 0.0
H -0.1 -0.3 -0.2
H -0.2 0.0 1.1
H 0.1 -0.7 0.0
H -0.7 -0.3 0.2
C -1.4 1.4 0.2
O 0.3 -0.2 -0.2
H 0.5 0.3 0.5
H 1.1 -0.4 0.0
H -0.6 -1.1 -0.7
H 0.0 0.2 0.1
C -1.7 1.0 0.4
O 1.2 0.1 0.2
H 1.0 -0.4 -0.3
H 0.1 -0.3 -0.1
H -0.4 -0.2 0.2
H -0.3 0.2 -0.7
C 0.5 -0.6 2.6
C -0.9 0.0 -1.3
O 0.5 -0.8 -1.0
C -1.1 2.4 0.2
O 0.7 -1.7 0.3
O -0.2 -0.6 -0.1
H -1.0 -0.4 -1.3
H 0.9 0.4 0.0
H 0.1 -0.1 -0.1
H 0.5 1.3 0.7
C 0.1 0.9 1.0
C -0.5 -3.1 -1.1
O -0.5 2.0 0.3
C 1.0 0.6 1.1
O 0.0 0.1 0.3
O -0.1 -1.3 -0.6
H -1.1 -1.1 -0.2
H 0.7 0.2 -0.2
H -0.4 0.4 0.5
H 0.9 0.8 -0.6

Properties
Structure (SMILES): O=C1OCCO1.O=C1OCCO1.CO.CO.CO
HOMO: -10.389 eV
HOMO-LUMO gap: 10.66 eV
E_tot: -1032.031914 Ha

Here are the Löwdin charges for atoms 1 to 8, given in e: atom 1 (C): -0.172, atom 2 (O): -0.135, atom 3 (H): 0.070, atom 4 (H): 0.090, atom 5 (H): 0.064, atom 6 (H): 0.054, atom 7 (C): -0.129, atom 8 (O): -0.136

---

Record 4
A structure of composition C9H21AlClNO5P2, computed with ωB97M-V/def2-TZVPD.

Element x y z (Å)
C1 -2.7528 1.6387 0.1632
C2 -2.1708 0.2965 0.0762
H1 -3.7810 1.6918 0.5675
H2 -2.7655 2.0978 -0.8397
H3 -2.0942 2.2609 0.7863
O1 -2.6507 -0.7976 0.1096
Cl1 0.8988 2.1268 -0.5209
Al1 0.2721 0.0765 -0.0733
P1 -0.2196 -0.3907 -2.3153
C3 -0.6281 -2.1041 -2.7296
C4 -1.4185 0.6311 -3.2293
H4 -1.3390 0.4125 -4.3073
H5 1.1894 -0.1343 -4.2767
H6 -1.2021 1.6964 -3.0685
H7 1.7834 0.7978 -2.8441
H8 -1.5628 -2.4086 -2.2442
H9 -2.4526 0.4366 -2.9119
C5 1.3587 -0.1527 -3.1894
H10 -0.7394 -2.2183 -3.8183
H11 2.0581 -0.9529 -2.9141
H12 0.1701 -2.7763 -2.3879
P2 0.4006 0.5515 2.2487
C6 0.3134 -0.8558 3.3791
C7 2.1116 1.1336 2.4706
H13 -0.5346 2.7928 2.4887
H14 -0.2799 2.0110 4.0705
H15 -1.6888 1.5752 3.0653
C8 -0.6227 1.8437 3.0359
H16 2.3360 1.7950 1.6246
H17 2.1869 1.6753 3.4259
H18 0.5030 -0.5061 4.4068
H19 1.0717 -1.5985 3.0947
H20 2.8110 0.2864 2.4416
H21 -0.6833 -1.3119 3.3192
C9 0.1201 -2.0003 0.3829
O2 -0.0747 -3.0891 0.6895
O3 2.2655 -2.6592 -0.7909
N1 2.5860 -1.7479 -0.0253
O4 3.3918 -1.9107 0.9160
O5 2.1655 -0.4612 -0.2761

Forces on the atoms, in the same order (eV/Å):
C 1.0 2.1 0.0
C -5.0 -5.3 0.4
H 0.4 -0.9 -0.1
H 0.2 -0.2 0.2
H -0.1 0.0 -0.3
O 3.2 4.4 -0.2
Cl -0.8 -0.1 -0.1
Al 3.9 0.6 -0.3
P -0.4 -0.6 -2.7
C -0.3 -0.5 0.6
C -0.2 0.4 0.3
H 0.0 0.0 0.4
H -0.2 0.0 0.4
H 0.0 -0.2 -0.1
H 0.0 -0.2 -0.3
H 0.1 0.0 -0.2
H 0.2 -0.1 -0.1
C 0.5 0.5 0.7
H 0.0 0.2 0.3
H -0.3 0.2 -0.1
H -0.1 0.2 -0.1
P 0.2 0.5 2.3
C -0.4 -0.4 -0.3
C 0.2 0.1 -0.8
H 0.1 -0.2 0.1
H 0.0 -0.2 -0.4
H 0.3 -0.1 0.1
C -0.4 0.3 -0.4
H 0.2 0.0 0.5
H -0.2 -0.2 -0.3
H 0.0 -0.1 -0.4
H -0.2 0.2 0.2
H -0.3 0.2 0.0
H 0.2 0.0 0.2
C -1.7 -4.7 1.3
O 0.6 3.8 -0.9
O -0.5 1.6 0.5
N 3.1 -0.8 1.2
O -2.4 0.9 -2.0
O -1.2 -1.1 0.6

Properties
HOMO (alpha / beta): -16.707 / -16.708 eV
Net charge: +2
HOMO-LUMO gap (alpha / beta): 5.10 / 5.11 eV
E_tot: -2171.123888 Ha

Here are the Löwdin charges for atoms 1 to 8, given in e: atom 1 (C): 0.039, atom 2 (C): -0.171, atom 3 (H): 0.156, atom 4 (H): 0.133, atom 5 (H): 0.086, atom 6 (O): 0.260, atom 7 (Cl): 0.403, atom 8 (Al): -0.450

---

Record 5
A structure of composition C9H21BClErF4O2P2, computed with ωB97M-V/def2-TZVPD.

Element x y z (Å)
C1 0.2744 0.0039 -4.3472
C2 0.9393 0.2029 -3.1282
H1 1.0255 0.0186 -5.1682
H2 -0.4189 0.8605 -4.4808
H3 -0.2693 -0.9639 -4.3255
O1 1.5642 0.1727 -2.1431
Cl1 -2.2479 -0.4031 -1.3820
Er1 -0.4950 -0.1077 0.2784
P1 -0.1124 2.6721 0.1074
C3 1.1379 3.6720 0.9613
C4 -0.1404 3.4163 -1.5674
H4 -0.2556 4.5075 -1.4959
H5 -1.5629 4.4816 0.7972
H6 -0.9937 3.0103 -2.1250
H7 -2.4915 3.0484 0.2890
H8 2.1361 3.4962 0.5451
H9 0.7829 3.1724 -2.1120
C5 -1.6149 3.3906 0.8425
H10 0.8713 4.7315 0.8461
H11 -1.7086 3.0727 1.8845
H12 1.1534 3.4156 2.0260
P2 0.1323 -2.8282 0.3874
C6 1.4537 -3.5818 1.4047
C7 -1.3401 -3.5073 1.2735
H13 -0.6524 -3.5410 -1.7875
H14 -0.0273 -4.9479 -0.8836
H15 1.1102 -3.7715 -1.6298
C8 0.1450 -3.8857 -1.1165
H16 -2.2450 -3.3000 0.6849
H17 -1.2210 -4.5941 1.4039
H18 1.2733 -4.6633 1.5066
H19 1.4585 -3.1187 2.4011
H20 -1.4296 -3.0248 2.2593
H21 2.4285 -3.4151 0.9258
C9 1.9550 0.5018 0.5240
O2 3.0573 0.7203 0.7597
F1 -1.7176 0.2429 2.0096
B1 -0.6970 0.2268 3.2310
F2 -1.3469 -0.2867 4.3003
F3 0.3230 -0.6310 2.7036
F4 -0.2338 1.5343 3.3402

Forces on the atoms, in the same order (eV/Å):
C -0.5 0.6 -0.8
C 3.4 -1.3 4.7
H -0.2 0.0 0.4
H 0.0 -0.4 -0.1
H 0.1 0.4 0.2
O -3.2 0.6 -4.9
Cl 0.4 0.1 -0.5
Er -0.7 -0.1 1.7
P -0.4 1.5 0.0
C 0.5 -0.2 0.1
C 0.0 -0.3 -0.2
H 0.1 -0.3 -0.1
H 0.0 -0.1 0.0
H 0.1 0.1 0.1
H -0.1 0.1 0.1
H -0.1 0.1 0.1
H -0.1 0.2 0.1
C -0.3 -0.4 0.0
H 0.1 -0.3 0.0
H 0.0 0.1 -0.1
H 0.0 0.1 -0.1
P 0.0 -2.0 0.4
C 0.3 0.4 0.0
C -0.2 0.6 -0.1
H 0.1 -0.2 0.1
H 0.1 0.4 0.1
H -0.2 -0.2 0.1
C 0.0 0.4 -0.3
H 0.1 -0.1 0.2
H 0.0 0.4 -0.1
H 0.0 0.4 -0.1
H 0.0 -0.1 -0.3
H 0.0 -0.2 -0.3
H -0.2 -0.1 0.2
C 4.3 0.2 1.2
O -3.7 -0.5 -0.8
F 0.6 0.0 0.0
B -0.5 0.5 1.5
F 0.6 0.3 -1.1
F -0.4 0.4 -0.8
F -0.3 -1.1 -0.5

Properties
HOMO (alpha / beta): -16.245 / -16.232 eV
Net charge: +2
2S+1: 4
⟨S²⟩: 3.752
HOMO-LUMO gap (alpha / beta): 6.86 / 6.84 eV
E_tot: -3088.022539 Ha

Here are the Löwdin charges for atoms 1 to 8, given in e: atom 1 (C): 0.090, atom 2 (C): 0.028, atom 3 (H): 0.174, atom 4 (H): 0.162, atom 5 (H): 0.165, atom 6 (O): 0.268, atom 7 (Cl): -0.031, atom 8 (Er): 0.781

---

Record 6
An isolated molecule of C9H21BO2, computed with ωB97M-V/def2-TZVPD.

Element x y z (Å)
O1 0.2018 1.4489 3.0600
O2 -0.2042 3.6539 3.6212
B1 -0.4685 2.5873 2.7854
C1 -0.9286 -3.5801 -1.3933
C2 -1.5260 2.8084 1.5864
C3 0.3264 -3.3777 -0.5793
C4 -1.2091 1.8597 0.4749
C5 1.4489 -2.6783 -1.3689
C6 0.1345 2.1565 -0.1028
C7 1.0063 -1.2830 -1.8255
C8 0.4932 1.1830 -1.2432
C9 0.5801 -0.2756 -0.7481
H1 0.6780 1.5880 3.9084
H2 0.3364 3.4953 4.3973
H3 -1.7646 -4.0363 -0.7962
H4 -0.7155 -4.1721 -2.3092
H5 -1.3106 -2.6417 -1.7801
H6 -1.5295 3.8614 1.2993
H7 -2.5191 2.6449 2.0508
H8 0.1776 -2.7874 0.3256
H9 0.7208 -4.3597 -0.2257
H10 -1.9656 1.9172 -0.3500
H11 -1.3035 0.8403 0.8898
H12 1.7723 -3.2932 -2.2251
H13 2.3627 -2.6006 -0.7519
H14 0.1283 3.2079 -0.4548
H15 0.8931 2.1058 0.6767
H16 0.1939 -1.3824 -2.5922
H17 1.8144 -0.8005 -2.4404
H18 -0.2596 1.2545 -2.0452
H19 1.4674 1.5275 -1.6630
H20 1.3185 -0.2942 0.0706
H21 -0.3501 -0.5778 -0.2516

Forces on the atoms, in the same order (eV/Å):
O 0.5 -1.1 0.7
O -0.6 0.7 -0.1
B -0.5 1.6 0.0
C -0.8 -0.5 -0.1
C 0.3 0.0 1.9
C 1.3 -0.7 0.2
C -1.6 -0.5 -0.6
C 0.0 0.2 0.2
C 0.3 -0.1 -0.9
C 0.2 0.7 -1.7
C 0.4 0.2 0.1
C 0.6 0.0 0.3
H -0.3 -0.6 -1.0
H 0.1 0.0 0.0
H 0.9 0.2 -0.6
H -0.2 0.0 0.7
H -0.1 0.3 0.1
H 0.2 0.0 -0.1
H 0.3 -0.1 -0.3
H -0.4 0.0 0.0
H -0.3 0.5 -0.2
H 0.4 0.0 0.6
H 0.3 0.3 -0.3
H -0.3 0.2 0.1
H -0.4 0.1 0.0
H 0.1 -0.5 0.0
H 0.2 -0.1 0.1
H 0.4 0.0 0.7
H -0.4 -0.4 0.7
H 0.2 0.1 0.2
H -0.6 -0.5 0.1
H 0.0 0.0 -0.2
H 0.0 0.0 -0.4

Properties
Structure (SMILES): CCCCCCCCCB(O)O
HOMO: -10.651 eV
HOMO-LUMO gap: 10.93 eV
E_tot: -530.951473 Ha

Here are the Löwdin charges for atoms 1 to 8, given in e: atom 1 (O): 0.173, atom 2 (O): 0.149, atom 3 (B): -0.670, atom 4 (C): -0.125, atom 5 (C): -0.101, atom 6 (C): -0.284, atom 7 (C): -0.271, atom 8 (C): -0.228

---

> Which value of E_tot does entry 4 give?

-2171.123888 Ha